A structure of composition C25H23F4N6O17S4Y in a non-equilibrium geometry, computed with the ωB97M-V functional and the def2-TZVPD basis.

The geometry in XYZ format:
```
80
Properties=species:S:1:pos:R:3:forces:R:3:lowdin_charge:R:1
Y 20.362 -0.863 18.347 -2.12 -2.03 1.59 1.564
N 20.530 1.316 18.826 -1.01 4.38 0.88 -0.379
S 21.506 2.577 18.433 3.94 -1.01 -2.31 0.495
O 22.484 2.867 19.416 -0.34 0.18 0.71 -0.235
O 20.950 3.603 17.632 -1.06 0.19 0.51 -0.222
F 22.379 1.764 17.373 -0.54 0.10 0.42 -0.191
S 19.391 2.230 19.678 -1.50 -3.27 1.75 0.516
O 18.137 2.352 19.042 -0.08 0.24 -0.98 -0.218
O 19.919 3.254 20.479 0.75 1.26 -0.18 -0.214
F 19.140 1.092 20.751 -0.27 -0.21 -0.07 -0.174
N 21.093 -1.776 16.424 1.38 -0.37 -3.85 -0.391
S 21.999 -1.172 15.126 0.27 3.07 2.25 0.522
O 21.290 -0.380 14.204 -0.82 -0.24 -0.42 -0.213
O 23.025 -2.038 14.739 0.72 -1.34 -0.53 -0.208
F 22.700 -0.086 16.044 0.12 -0.45 -0.34 -0.189
S 20.794 -3.245 15.853 -2.71 -2.68 1.76 0.484
O 21.656 -4.263 16.322 0.74 0.06 0.33 -0.232
O 20.254 -3.377 14.551 0.41 0.95 -0.69 -0.223
F 19.474 -3.429 16.770 0.21 0.11 0.09 -0.207
C 17.148 -2.183 19.205 -0.67 0.62 -0.07 -0.273
O 18.436 -1.710 19.152 2.32 0.94 -0.79 -0.464
H 17.088 -3.270 19.352 0.02 0.01 0.10 0.068
H 16.588 -1.666 20.010 0.06 -0.38 0.12 0.067
H 16.545 -1.945 18.308 0.30 -0.16 -0.10 0.067
C 26.596 1.170 21.007 0.25 0.32 -0.46 -0.060
C 25.230 1.280 21.218 0.16 -0.32 0.36 -0.045
C 24.349 0.530 20.460 -0.16 0.22 0.21 0.006
C 24.860 -0.260 19.446 -0.25 0.53 0.09 -0.137
C 26.198 -0.293 19.144 1.09 -0.37 0.27 0.009
C 27.084 0.416 19.945 -0.38 -0.05 -0.01 -0.055
N 23.946 -1.028 18.631 -0.54 -0.32 0.19 -0.281
O 22.740 -0.820 18.792 0.05 0.52 -0.05 -0.099
O 24.375 -1.854 17.883 0.12 -0.22 -0.41 0.154
H 27.289 1.731 21.622 -0.05 -0.03 0.05 0.109
H 24.872 1.900 22.028 -0.14 0.00 -0.07 0.116
H 23.291 0.557 20.667 -0.03 0.00 -0.14 0.105
H 26.604 -0.939 18.378 -0.29 0.09 -0.21 0.125
H 28.141 0.370 19.725 0.03 0.01 0.09 0.108
C 18.001 -1.684 24.693 0.38 0.25 0.63 -0.060
C 17.773 -1.744 23.329 0.06 0.15 0.45 -0.047
C 18.844 -1.628 22.462 -0.76 0.25 -0.67 0.010
C 20.109 -1.444 22.971 -0.23 -0.32 0.21 -0.146
C 20.364 -1.407 24.328 0.23 0.33 0.44 0.002
C 19.295 -1.502 25.199 -0.53 -0.10 -0.41 -0.059
N 21.203 -1.307 22.031 -0.24 -0.14 -0.43 -0.289
O 20.888 -0.949 20.899 0.50 0.06 0.14 -0.041
O 22.325 -1.578 22.388 0.04 0.25 -0.14 0.126
H 17.205 -1.706 25.428 -0.19 -0.11 -0.28 0.108
H 16.770 -1.789 22.931 -0.03 -0.20 0.00 0.111
H 18.619 -1.615 21.398 0.48 -0.06 -0.04 0.092
H 21.361 -1.212 24.700 0.04 -0.13 -0.11 0.122
H 19.416 -1.388 26.267 0.21 -0.09 -0.01 0.108
C 20.026 -7.501 20.547 0.09 -0.07 0.05 -0.061
C 21.342 -7.300 20.945 -0.38 0.47 0.35 -0.060
C 21.965 -6.109 20.622 1.08 -0.24 -0.50 0.005
C 21.316 -5.192 19.818 -0.76 -0.40 0.52 -0.137
C 20.048 -5.436 19.325 -0.28 0.34 -0.10 0.021
C 19.407 -6.613 19.671 0.09 -0.26 0.27 -0.042
N 21.882 -3.871 19.658 0.36 0.37 -0.51 -0.265
O 23.003 -3.663 20.048 0.00 0.11 0.02 0.135
O 21.173 -3.015 19.129 -0.12 -0.48 0.04 -0.080
H 19.487 -8.329 20.991 -0.06 -0.14 -0.42 0.110
H 21.826 -8.002 21.607 0.07 -0.05 -0.06 0.110
H 23.000 -5.927 20.887 -0.17 0.09 0.28 0.125
H 19.560 -4.660 18.755 -0.07 -0.13 -0.16 0.104
H 18.419 -6.845 19.297 -0.06 0.21 0.04 0.113
C 14.868 2.542 15.043 0.15 0.61 0.24 -0.061
C 15.976 3.007 14.343 -0.17 -0.31 0.23 -0.059
C 17.237 2.585 14.717 0.48 0.35 -0.12 0.014
C 17.362 1.711 15.781 -0.51 -0.13 -0.10 -0.142
C 16.276 1.272 16.516 -0.02 -0.64 -0.27 0.008
C 15.015 1.684 16.131 -0.21 0.56 -0.06 -0.050
N 18.672 1.195 16.122 0.30 0.04 0.12 -0.288
O 18.706 0.135 16.764 0.09 -0.16 0.28 -0.051
O 19.652 1.793 15.781 0.16 0.03 -0.07 0.134
H 13.915 3.000 14.805 -0.16 -0.43 -0.02 0.109
H 15.844 3.701 13.526 0.08 0.03 -0.02 0.110
H 18.119 2.973 14.224 0.01 -0.20 -0.03 0.128
H 16.427 0.551 17.306 -0.01 0.17 0.16 0.117
H 14.145 1.424 16.719 0.04 -0.20 -0.04 0.111
```
Positions in Å, forces in eV/Å.

As for the energy above the lowest of the compared OMol25 structures with the same formula, charge and spin: 0.000 eV. The calculated total energy is -125291.307 eV. The HOMO energy comes out at -9.10 eV.